121
Properties=species:S:1:pos:R:3 method="wB97M-V/def2-TZVPD" total_charge=-1 e_homo_ev=-4.17 homo_lumo_gap_ev=5.902 lumo_ev=1.74
Na -0.10401 -0.96186 0.08211
C -0.73292 -4.70874 5.31445
C -0.02196 -5.22986 4.06822
N 0.84748 -4.24781 3.44776
C 0.35870 -3.21400 2.67471
S 1.40312 -1.89791 2.34411
N -0.91902 -3.35306 2.34744
N -1.36822 -2.56492 1.34040
C -2.63954 -2.35328 1.36151
C -3.51093 -2.83354 2.48575
C -3.23936 -1.64712 0.20240
C -4.36710 -0.83664 0.37471
C -4.92262 -0.20076 -0.71749
C -4.35490 -0.39474 -1.96778
C -3.23762 -1.20833 -2.04665
N -2.68188 -1.82027 -1.00310
H -1.39011 -5.47108 5.74245
H -1.33232 -3.83592 5.05262
H -0.01024 -4.41235 6.07858
H -0.75845 -5.52882 3.32639
H 0.58355 -6.10631 4.31186
H 1.68543 -3.98932 3.94316
H -3.29196 -2.29406 3.41088
H -3.27766 -3.88123 2.68329
H -4.57130 -2.73539 2.25247
H -4.78007 -0.69278 1.36481
H -5.78616 0.44234 -0.59508
H -4.75774 0.07396 -2.85556
H -2.75844 -1.37773 -3.00552
Se 6.89480 -1.76833 0.34024
P 5.92269 -0.03356 -0.35732
C 6.38975 0.40038 -2.08253
C 5.51287 0.46276 -3.16016
C 5.98304 0.81486 -4.42301
C 7.32430 1.09773 -4.62014
C 8.20677 1.02736 -3.54749
C 7.74166 0.68123 -2.29091
C 6.48676 1.47033 0.51216
C 7.20517 1.36450 1.69732
C 7.68097 2.50672 2.32660
C 7.44468 3.75831 1.77245
C 6.74463 3.86802 0.57801
C 6.27212 2.72643 -0.05222
C 4.13092 -0.10238 -0.32119
C 3.05472 0.55269 0.27107
N 1.93856 0.05352 -0.27968
N 2.31140 -0.84718 -1.18187
N 3.62302 -0.98169 -1.21078
P 2.96083 1.95469 1.37452
Se 1.15422 2.45586 2.34647
C 4.24577 1.63711 2.61760
C 4.60803 2.63858 3.52109
C 5.44306 2.35097 4.58524
C 5.89768 1.04988 4.78159
C 5.52115 0.04825 3.90341
C 4.70083 0.33791 2.81928
C 3.36480 3.34734 0.25026
C 3.66143 4.61765 0.74122
C 3.79385 5.69374 -0.12078
C 3.59817 5.52438 -1.48790
C 3.27724 4.26933 -1.98312
C 3.16716 3.18486 -1.11865
H 4.46809 0.22342 -3.02187
H 5.28908 0.86253 -5.25380
H 7.68567 1.37034 -5.60462
H 9.25872 1.24107 -3.69249
H 8.43132 0.61933 -1.45661
H 7.39637 0.37859 2.10497
H 8.23368 2.41819 3.25403
H 7.80834 4.64931 2.27062
H 6.56533 4.83921 0.13309
H 5.75682 2.81428 -0.99892
H 4.20564 3.63606 3.41496
H 5.72538 3.13705 5.27436
H 6.52884 0.81949 5.63151
H 5.85479 -0.97066 4.05193
H 4.39870 -0.46619 2.15939
H 3.78110 4.77173 1.80414
H 4.03880 6.67168 0.27549
H 3.68726 6.37019 -2.15992
H 3.11448 4.12321 -3.04522
H 2.91898 2.20843 -1.51798
C 2.32866 9.05043 -9.57561
O 1.99398 9.29966 -8.22261
C 1.70854 8.22251 -7.44167
C 1.44046 8.49319 -6.10292
C 1.13471 7.46071 -5.23915
C 1.08289 6.13998 -5.68516
C 1.35929 5.88366 -7.02057
C 1.67256 6.91014 -7.90125
C 0.73890 5.02281 -4.79402
N 0.87857 3.75372 -5.08522
C 0.41824 3.07827 -3.97588
C -0.00726 3.95096 -3.01288
N 0.20214 5.20122 -3.54788
C -0.57461 3.54876 -1.76129
C -0.99224 4.42280 -0.74958
C -1.51988 3.90532 0.40154
C -1.60546 2.51325 0.52811
N -1.20565 1.67193 -0.40004
C -0.69490 2.16707 -1.54130
C -0.22917 1.21086 -2.56057
N -0.33786 -0.09220 -2.26720
C 0.07678 -0.97864 -3.14937
C 0.62763 -0.62771 -4.38741
C 0.75965 0.70277 -4.69319
C 0.32622 1.65870 -3.76720
H 2.56023 10.01584 -10.01575
H 1.49193 8.59983 -10.11454
H 3.20117 8.39840 -9.65612
H 1.48862 9.51858 -5.75963
H 0.95854 7.69638 -4.19570
H 1.32610 4.85781 -7.36410
H 1.88026 6.67364 -8.93443
H -0.04266 6.07850 -3.12632
H -0.88128 5.49445 -0.87184
H -1.82224 4.54164 1.22214
H -1.99938 2.07383 1.43820
H -0.01031 -2.02176 -2.86247
H 0.96737 -1.39837 -5.06640
H 1.19817 1.03488 -5.62592

=====

117
Properties=species:S:1:pos:R:3 method="wB97M-V/def2-TZVPD" total_charge=-1 s2=2.05 e_homo_ev="-4.05 / -4.07" homo_lumo_gap_ev="6.186 / 6.200" spin_multiplicity=3 lumo_ev="2.14 / 2.13"
V -0.68704 0.05142 -0.62450
C -3.87727 4.51518 2.89331
C -2.71758 4.57703 2.13061
C -2.05176 3.41245 1.77543
C -2.53036 2.15681 2.15415
C -3.67392 2.11151 2.94942
C -4.34421 3.27852 3.30863
P -1.45813 0.68052 1.75803
C -2.38472 -0.66007 2.65282
C -1.79209 -1.36899 3.69987
C -2.50699 -2.32447 4.41627
C -3.83777 -2.57224 4.11113
C -4.43571 -1.88530 3.06458
C -3.71329 -0.95368 2.33012
C -0.10076 1.06270 2.96427
C -0.28305 1.69394 4.19745
C 0.81422 1.97571 4.99846
C 2.09840 1.64303 4.57075
C 2.28153 0.99990 3.35387
C 1.18265 0.68873 2.54077
Si 1.13273 -0.42186 1.00415
C 0.87394 -2.11634 1.83541
C 1.52948 -2.57599 2.99052
C 1.42767 -3.89721 3.38807
C 0.68675 -4.79904 2.62044
C 0.01521 -4.35711 1.49366
C 0.06898 -3.00465 1.12610
P -0.74891 -2.30645 -0.38196
C 0.23764 -3.35282 -1.57051
C -0.31274 -4.12793 -2.58594
C 0.49994 -4.89073 -3.41901
C 1.87781 -4.90112 -3.24784
C 2.43940 -4.13866 -2.23526
C 1.62604 -3.36894 -1.41112
C -2.40022 -3.12540 -0.34656
C -3.19859 -3.12504 -1.48996
C -4.45422 -3.71374 -1.48760
C -4.93791 -4.32165 -0.33740
C -4.17031 -4.29956 0.81805
C -2.92009 -3.69068 0.81950
C 2.96037 -0.56864 0.44390
C 3.99650 -1.13229 1.20875
C 5.30609 -1.13196 0.75570
C 5.62572 -0.54677 -0.46975
C 4.62510 0.01435 -1.24218
C 3.29445 -0.02124 -0.80101
P 1.91265 0.73511 -1.73633
C 2.64154 2.44977 -1.75404
C 2.87884 3.22252 -2.88074
C 3.40213 4.51291 -2.76397
C 3.70717 5.04164 -1.52007
C 3.48909 4.26889 -0.38032
C 2.95557 2.99501 -0.49954
C 2.15642 0.20543 -3.47400
C 2.96415 -0.85373 -3.86508
C 3.01003 -1.25472 -5.19868
C 2.24592 -0.59862 -6.15064
C 1.41645 0.45032 -5.76699
C 1.35806 0.83565 -4.43786
H -4.40494 5.42219 3.17126
H -2.32128 5.53587 1.81234
H -1.13501 3.47505 1.21561
H -4.05923 1.16812 3.30033
H -5.23538 3.21240 3.92224
H -0.76623 -1.17121 3.97119
H -2.01877 -2.86600 5.21864
H -4.40179 -3.30645 4.67816
H -5.46728 -2.08624 2.79888
H -4.18891 -0.44984 1.50037
H -1.27622 1.97623 4.52727
H 0.67115 2.46604 5.95533
H 2.95433 1.88441 5.19310
H 3.28703 0.74119 3.02869
H 2.11235 -1.88178 3.59447
H 1.93799 -4.23831 4.28419
H 0.63641 -5.84344 2.90831
H -0.55724 -5.05583 0.89733
H -1.38029 -4.14807 -2.73775
H 0.04683 -5.47707 -4.21006
H 2.50807 -5.49784 -3.89994
H 3.51335 -4.14190 -2.07848
H 2.08383 -2.79225 -0.61975
H -2.86814 -2.63818 -2.39275
H -5.05214 -3.65758 -2.38926
H -5.92082 -4.78526 -0.33182
H -4.54891 -4.73836 1.73617
H -2.36381 -3.64822 1.74512
H 3.77368 -1.59123 2.16792
H 6.08686 -1.57995 1.35981
H 6.65332 -0.53192 -0.81601
H 4.86847 0.48506 -2.18817
H 2.66507 2.83209 -3.86441
H 3.57556 5.09943 -3.65987
H 4.12177 6.04057 -1.43419
H 3.73449 4.66183 0.60109
H 2.77411 2.40893 0.39656
H 3.55394 -1.38589 -3.13293
H 3.63648 -2.09334 -5.48483
H 2.27633 -0.91776 -7.18701
H 0.77581 0.93870 -6.49226
H 0.65168 1.60359 -4.13921
S -2.77251 2.20892 -3.93588
As -2.90372 0.33163 -2.91992
S -3.03630 0.41117 -0.70657
S -0.94098 -0.67622 -2.84626
S -4.41053 -0.82731 -3.83387
C -0.77246 6.62132 -1.13277
N -0.45868 5.25768 -0.75263
C -1.08736 4.18322 -1.28159
N -2.20137 4.37475 -1.96180
S -0.40451 2.65071 -1.03372
H -0.19838 7.29766 -0.50410
H -1.82985 6.83530 -0.96578
H -0.53157 6.83160 -2.17953
H 0.47303 5.05209 -0.42954
H -2.49057 5.29949 -2.23937
H -2.56780 3.54885 -2.49768

=====

124
Properties=species:S:1:pos:R:3 method="wB97M-V/def2-TZVPD" total_charge=+1 s2=8.84 e_homo_ev="-9.79 / -10.55" homo_lumo_gap_ev="7.128 / 3.984" spin_multiplicity=6 lumo_ev="-2.66 / -6.57"
Ru -0.41369 1.40903 0.85240
C 2.31231 -0.13517 -5.35190
S 1.64221 -0.90837 -3.85790
C 3.17291 -1.61957 -3.14010
C 3.78861 -0.78997 -2.01550
C 3.27831 -1.07897 -0.59430
N 2.18111 -0.20847 -0.15960
P 2.49721 1.43323 0.30180
C 2.41601 2.53833 -1.14920
C 1.41431 2.29003 -2.23950
C 1.69331 3.13443 -3.43520
C 2.06131 4.39353 -3.24130
C 2.20461 4.86753 -1.83380
C 2.82171 3.80843 -0.98040
C 4.30951 1.41053 0.57670
C 4.81211 0.95133 1.79080
C 6.17721 0.91493 2.01620
C 7.05451 1.33323 1.02930
C 6.55981 1.77913 -0.18560
C 5.19781 1.82133 -0.41390
P 0.83371 -0.72267 0.80770
C 1.41811 -1.17807 2.48970
C 2.68311 -1.69917 2.73580
C 3.04171 -2.08507 4.01580
C 2.13931 -1.97097 5.05980
C 0.86731 -1.47847 4.81920
C 0.50961 -1.08517 3.54230
C 0.57221 -2.43417 0.19770
C 0.31701 -3.49147 1.06800
C 0.20601 -4.78217 0.57960
C 0.35191 -5.03527 -0.77380
C 0.57721 -3.98437 -1.64770
C 0.66871 -2.69137 -1.16770
H 1.47221 0.32903 -5.85780
H 2.74491 -0.90007 -5.98970
H 3.05641 0.60963 -5.08340
H 3.87111 -1.70567 -3.97140
H 2.92131 -2.62047 -2.79290
H 3.66701 0.27223 -2.23370
H 4.85971 -1.00457 -2.01340
H 4.13311 -0.94697 0.07720
H 2.95191 -2.11787 -0.51980
H 1.35561 1.22903 -2.50060
H 1.52621 2.70233 -4.40920
H 2.22751 5.08393 -4.05170
H 2.73821 5.81663 -1.77680
H 3.48281 4.10843 -0.17970
H 4.14031 0.62133 2.56820
H 6.55941 0.56533 2.96360
H 8.11961 1.31643 1.20220
H 7.23461 2.09453 -0.96690
H 4.82451 2.17513 -1.36280
H 3.38861 -1.81097 1.92900
H 4.02651 -2.48787 4.19580
H 2.42511 -2.26687 6.05690
H 0.15611 -1.39847 5.62740
H -0.48259 -0.68957 3.35920
H 0.21941 -3.32337 2.13040
H 0.01751 -5.59537 1.26220
H 0.29421 -6.04637 -1.14380
H 0.68651 -4.16907 -2.70560
H 0.81771 -1.86837 -1.84830
Br 1.95841 1.83513 3.74520
C 0.07961 1.86733 4.01430
C -0.37629 1.98693 5.31750
C -1.73129 2.18893 5.52360
C -2.52919 2.37173 4.40740
C -1.98669 2.21033 3.14270
N -0.70019 1.86883 2.93310
C -2.84669 2.66193 1.93600
O -4.01509 2.91943 2.14600
O -2.21649 2.78863 0.85160
H 0.32581 1.94693 6.13540
H -2.13049 2.27193 6.52100
H -3.56789 2.65813 4.46720
O -2.68239 -3.45037 -4.71010
C -2.31729 -2.20607 -5.05280
O -2.21559 -1.89187 -6.20780
C -2.00619 -1.25037 -3.95370
C -1.71099 0.06443 -4.32470
C -1.27369 0.98993 -3.41460
C -1.09469 0.65683 -2.04530
C -1.47189 -0.65407 -1.68490
C -1.91269 -1.57807 -2.60100
N -0.55879 1.48273 -1.11490
C -0.00089 2.69743 -1.63100
C 0.23511 3.79673 -0.64940
C 0.71661 5.09443 -1.22070
C 0.79211 6.14563 -0.18120
C 0.77791 5.81943 1.13580
C 0.54981 4.48963 1.52490
N 0.26301 3.53643 0.62720
H -2.76069 -3.58167 -3.75720
H -1.82509 0.33553 -5.36420
H -1.06439 1.97783 -3.78880
H -1.37159 -0.94677 -0.65370
H -2.14939 -2.57077 -2.23920
H -0.63089 3.11783 -2.42410
H 0.10271 5.41573 -2.06830
H 0.92621 7.16473 -0.50860
H 0.90611 6.57093 1.89910
H 0.56851 4.20763 2.56720
O -7.43339 -6.67027 2.51070
S -6.28949 -6.19727 1.79080
O -5.12189 -5.85287 2.55160
O -6.06449 -6.67717 0.44500
C -6.86909 -4.50887 1.14900
N -8.05499 -4.36307 0.64840
C -8.29579 -3.17397 0.10570
C -7.33179 -2.17127 0.08880
C -6.08529 -2.46377 0.64830
N -5.88469 -3.68017 1.17050
C -4.92339 -1.57477 0.73670
C -3.78529 -2.04187 1.40220
C -2.68919 -1.21237 1.50820
N -2.64969 0.02073 1.00720
C -3.71889 0.45293 0.34670
C -4.87219 -0.29817 0.18800
H -9.28089 -3.03847 -0.31870
H -7.55679 -1.20937 -0.33980
H -3.78579 -3.03577 1.82090
H -1.79149 -1.56317 2.00200
H -3.66869 1.44903 -0.06910
H -5.70349 0.12213 -0.35240

=====

119
Properties=species:S:1:pos:R:3 method="wB97M-V/def2-TZVPD" total_charge=-2 e_homo_ev=-2.18 homo_lumo_gap_ev=5.949 lumo_ev=3.77
Pb -1.29896 0.71201 -0.76875
O -1.85221 3.45891 -3.85488
C -0.65399 3.84027 -4.36212
C -0.48609 5.04318 -5.03443
C 0.74743 5.37305 -5.58674
C 1.81500 4.49995 -5.47429
C 1.63699 3.30312 -4.78150
C 0.42510 2.95845 -4.21136
C 0.29373 1.70516 -3.36013
O -0.09653 2.01358 -2.11380
N -0.64075 0.78799 -4.11488
N -1.41735 -0.04147 -3.43872
C -1.78456 -1.13651 -3.98712
C -2.65694 -2.11734 -3.35525
Br -3.72269 -1.52980 -1.90031
C -2.80043 -3.38663 -3.75870
C -1.98353 -4.06641 -4.78586
C -2.57671 -5.04347 -5.58875
C -1.84103 -5.73314 -6.53882
C -0.48763 -5.46475 -6.69782
C 0.11702 -4.51237 -5.88882
C -0.61565 -3.81973 -4.93580
H -2.42240 4.22359 -3.72562
H -1.33049 5.71778 -5.12914
H 0.86318 6.31718 -6.10569
H 2.77759 4.74834 -5.90177
H 2.47245 2.62543 -4.64291
H 1.27129 1.18893 -3.36900
H -0.22093 0.40080 -4.95784
H -1.41383 -1.40451 -4.97838
H -3.57264 -3.98540 -3.29104
H -3.63224 -5.25767 -5.46319
H -2.32449 -6.48335 -7.15332
H 0.09298 -6.00581 -7.43433
H 1.17690 -4.31084 -5.97918
H -0.10529 -3.11172 -4.28946
Te -0.46409 2.30343 4.68823
C -2.46392 2.66594 5.30852
C -3.25016 1.66670 5.86935
C -4.53369 1.97378 6.29674
N -5.07900 3.18669 6.21530
C -4.32039 4.13816 5.67314
C -3.02851 3.93336 5.21110
C -0.76056 1.53002 2.75908
P -0.65358 -0.19355 2.37398
C -1.99341 -0.99178 3.32833
C -1.87041 -2.21021 3.99325
C -2.97390 -2.80845 4.59004
C -4.22215 -2.20628 4.51510
C -4.35926 -1.00331 3.83142
C -3.25812 -0.40159 3.24540
C 0.89529 -0.87390 3.09021
C 1.18022 -1.02881 4.44802
C 2.44037 -1.43767 4.86188
C 3.43243 -1.70417 3.92416
C 3.15535 -1.57208 2.57130
C 1.89345 -1.16392 2.15768
P -0.20191 2.44074 1.37282
C -0.70752 4.17913 1.62152
C 0.15593 5.26295 1.48622
C -0.30250 6.56286 1.65932
C -1.63344 6.79539 1.97423
C -2.50201 5.71850 2.10710
C -2.04658 4.42272 1.92933
C 1.62246 2.60178 1.29625
C 2.46170 2.30566 2.29820
C 3.89099 2.56315 2.19448
C 4.42906 3.08350 1.08454
C 3.62371 3.28078 -0.12979
C 2.15622 3.01233 -0.02436
H -2.88010 0.65409 5.96162
H -5.15755 1.19493 6.72411
H -4.77067 5.12322 5.59633
H -2.47414 4.75008 4.76599
H -0.90459 -2.69838 4.04635
H -2.85649 -3.75191 5.11086
H -5.08271 -2.67337 4.97891
H -5.32889 -0.52633 3.75695
H -3.36612 0.53826 2.71412
H 0.41651 -0.81482 5.18580
H 2.65140 -1.54311 5.92026
H 4.41610 -2.02221 4.25047
H 3.91437 -1.79212 1.83000
H 1.66229 -1.07864 1.10029
H 1.20443 5.10163 1.26788
H 0.38719 7.39273 1.55694
H -1.99273 7.80844 2.11289
H -3.54670 5.88632 2.34021
H -2.72788 3.58429 2.00839
H 2.07723 1.91844 3.23517
H 4.51016 2.38628 3.06538
H 5.47528 3.36397 1.05285
H 3.94732 4.04959 -0.82122
H 1.47625 3.54941 -0.67661
Cl -3.63878 2.22908 -0.31099
S 3.05855 1.76424 -1.01576
C 3.95598 -6.53263 0.53538
C 3.22695 -5.35856 -0.06415
C 1.84846 -5.37468 -0.22425
C 1.16152 -4.29032 -0.76365
C -0.33862 -4.31403 -0.88052
C 1.87912 -3.16846 -1.17147
C 3.26648 -3.12903 -1.01793
C 4.03184 -1.90247 -1.43517
C 3.92115 -4.22265 -0.46466
C 1.14476 -1.96505 -1.74338
O 1.24189 -1.75350 -2.96774
O 0.51397 -1.29557 -0.89002
H 3.25479 -7.28654 0.89483
H 4.57694 -6.22395 1.37909
H 4.61374 -7.01201 -0.19462
H 1.28517 -6.24584 0.09682
H -0.74432 -5.25269 -0.50071
H -0.65399 -4.19951 -1.91977
H -0.77977 -3.48483 -0.32527
H 3.63077 -1.01062 -0.94897
H 3.94276 -1.74046 -2.51058
H 5.08731 -1.98956 -1.17072
H 4.99894 -4.17974 -0.33216